Density functional theory data (ωB97M-V/def2-TZVPD) for a single C5H10O2 molecule in a non-equilibrium geometry.

The geometry in XYZ format:
```
17
Properties=species:S:1:pos:R:3:forces:R:3
C 2.192 -0.105 -0.419 -0.7 -0.2 -0.1
C 0.844 0.306 0.254 -0.3 -0.2 -1.5
O 0.001 0.960 -0.684 0.2 1.4 -0.7
C -1.228 1.172 -0.007 -0.2 0.6 -0.3
C -1.657 -0.162 0.600 0.5 0.2 -0.1
C -0.329 -0.914 0.406 1.2 0.0 1.5
O -0.395 -1.780 -0.710 0.6 0.4 0.1
H 2.596 0.704 -1.041 -0.4 0.0 0.2
H 2.034 -0.957 -1.067 -0.1 -0.2 -0.3
H 3.009 -0.393 0.254 -0.5 0.2 0.3
H 1.149 1.179 0.936 -1.0 -1.9 0.5
H -1.865 1.532 -0.795 -0.6 0.3 -0.1
H -1.169 1.916 0.801 0.4 0.1 -0.3
H -1.943 -0.073 1.654 0.2 0.0 -0.2
H -2.537 -0.573 0.076 0.7 -0.3 0.1
H -0.017 -1.503 1.253 -0.3 -0.7 0.2
H -0.684 -1.311 -1.511 0.2 0.2 0.5
```
Forces are in eV/Å.

Properties
Charge: 0
SMILES string: C[C@H]1OCC[C@H]1O
HOMO, eV: -9.53
Gap between HOMO and LUMO, eV: 10.57
Molar mass, g/mol: 102.1

Density functional theory data (ωB97M-V/def2-TZVPD) for a single C5H10O2 molecule.

The geometry in XYZ format:
```
17
Properties=species:S:1:pos:R:3:forces:R:3
C -0.060 1.831 1.223 0.0 0.0 0.0
C -0.604 0.873 0.170 -0.2 0.0 0.2
O -0.022 1.137 -1.093 0.2 0.0 0.0
C -0.433 -0.596 0.614 0.0 0.0 0.0
C -0.301 -1.583 -0.545 0.0 0.0 0.0
C 1.087 -1.642 -1.130 0.2 0.2 0.0
O 1.969 -0.839 -0.911 -0.4 -0.4 -0.1
H -0.530 1.673 2.200 0.0 0.0 -0.1
H 1.020 1.674 1.339 -0.1 0.0 0.0
H -0.223 2.867 0.914 0.0 -0.1 0.0
H -1.674 1.067 0.020 0.1 0.0 0.0
H 0.916 0.898 -1.022 -0.1 0.1 -0.1
H 0.458 -0.688 1.248 -0.1 0.0 -0.1
H -1.290 -0.876 1.237 0.1 0.1 -0.1
H -0.982 -1.331 -1.370 0.1 0.0 0.1
H -0.561 -2.604 -0.237 0.0 0.1 0.0
H 1.287 -2.502 -1.802 0.0 0.1 0.0
```
Forces are in eV/Å.

Properties
Charge: 0
SMILES string: C[C@@H](O)CCC=O
HOMO, eV: -10.10
Gap between HOMO and LUMO, eV: 11.06
Molar mass, g/mol: 102.1

Density functional theory data (ωB97M-V/def2-TZVPD) for a single C5H10O2 molecule.

The geometry in XYZ format:
```
17
Properties=species:S:1:pos:R:3:forces:R:3
C -1.764 0.737 -1.923 0.0 -0.2 0.0
C -1.383 0.016 -0.871 -0.1 0.1 -0.1
C -0.010 0.227 -0.294 0.0 -0.1 -0.2
O -0.115 1.308 0.649 -0.1 0.2 0.0
C 0.599 -0.922 0.511 0.1 0.0 -0.2
C 1.993 -0.502 0.982 0.0 0.0 0.1
O -0.270 -1.246 1.580 0.0 0.1 0.1
H -2.782 0.743 -2.295 0.0 -0.1 0.0
H -1.047 1.366 -2.452 -0.1 -0.1 0.1
H -2.083 -0.612 -0.318 0.2 0.1 -0.1
H 0.677 0.499 -1.111 -0.1 0.1 0.2
H -0.930 1.777 0.437 0.2 0.1 0.0
H 0.672 -1.829 -0.101 0.0 0.2 0.0
H 2.422 -1.255 1.645 -0.1 0.0 -0.1
H 2.663 -0.367 0.124 -0.1 -0.1 0.1
H 1.936 0.450 1.520 0.0 -0.2 0.0
H -0.577 -0.391 1.918 0.1 -0.1 0.1
```
Forces are in eV/Å.

Properties
Charge: 0
SMILES string: C=C[C@@H](O)[C@@H](C)O
HOMO, eV: -10.08
Gap between HOMO and LUMO, eV: 10.96
Molar mass, g/mol: 102.1

Density functional theory data (ωB97M-V/def2-TZVPD) for 2 unconnected molecules or ions with the total composition C5H10O2 in a non-equilibrium geometry.

The geometry in XYZ format:
```
17
Properties=species:S:1:pos:R:3:forces:R:3
C -0.445 2.220 -0.274 -0.3 1.7 -1.8
C -0.287 1.244 -1.105 0.7 -3.8 3.0
C -0.982 -0.495 0.992 3.7 -3.6 0.7
C 1.488 -0.158 0.291 0.0 -3.1 2.0
C 0.093 -0.543 -0.098 -1.4 5.2 -0.8
O 0.220 -2.709 -0.926 -0.6 -1.6 0.8
O -0.113 -1.322 -1.160 -0.9 -1.4 -2.1
H -0.540 3.245 -0.574 0.1 0.5 -0.6
H -0.579 2.166 0.735 -0.2 -0.7 2.7
H -0.096 1.275 -2.125 0.2 -0.1 -1.7
H -0.540 -0.973 1.937 -1.0 0.5 -1.1
H -1.164 0.476 1.169 -0.7 3.3 1.0
H -1.871 -0.942 0.682 -1.4 -1.0 -0.5
H 2.076 -1.115 0.639 -1.0 1.9 -0.3
H 1.353 0.587 1.070 0.5 -0.2 0.4
H 2.016 0.294 -0.481 0.9 0.6 -1.5
H -0.630 -3.251 -0.773 1.3 1.8 -0.4
```
Forces are in eV/Å.

Properties
Charge: 0
HOMO, eV: -8.94
Gap between HOMO and LUMO, eV: 9.73
Molar mass, g/mol: 102.1

Density functional theory data (ωB97M-V/def2-TZVPD) for 2 unconnected molecules or ions with the total composition C5H10O2.

The geometry in XYZ format:
```
17
Properties=species:S:1:pos:R:3:forces:R:3
C -1.592 -0.008 -0.545 0.0 0.0 0.1
C -1.166 0.366 0.667 -0.1 0.2 -0.1
C -1.484 1.682 1.309 0.0 0.0 0.0
O -0.384 -0.387 1.482 0.0 -0.1 -0.1
H -1.371 -0.989 -0.956 0.0 0.1 0.1
H -2.209 0.660 -1.136 0.1 -0.1 0.1
H -0.557 2.199 1.580 -0.1 -0.1 0.0
H -2.047 1.520 2.235 0.1 0.0 -0.1
H -2.072 2.319 0.644 0.1 -0.1 0.1
H -0.088 -1.187 1.006 0.0 0.1 0.1
C 2.075 -0.275 -0.808 -0.1 0.0 0.1
C 1.554 -1.668 -0.993 -0.2 -0.2 0.2
O 0.832 -2.257 -0.214 0.3 0.3 -0.4
H 1.746 0.349 -1.648 0.0 -0.1 0.1
H 3.172 -0.296 -0.834 -0.1 0.0 0.0
H 1.725 0.152 0.134 0.1 0.0 -0.1
H 1.866 -2.180 -1.924 0.0 0.0 0.1
```
Forces are in eV/Å.

Properties
Charge: 0
SMILES string: C=C(C)O.CC=O
HOMO, eV: -8.58
Gap between HOMO and LUMO, eV: 9.50
Molar mass, g/mol: 102.1

Density functional theory data (ωB97M-V/def2-TZVPD) for a single C5H10O2 molecule.

The geometry in XYZ format:
```
17
Properties=species:S:1:pos:R:3:forces:R:3
C -0.519 1.963 0.443 -0.1 0.1 0.0
C -0.856 0.721 1.254 -0.1 0.2 0.2
O -0.870 -0.464 0.470 0.0 0.0 -0.1
C 0.396 -0.862 0.001 0.2 -0.1 -0.1
C 0.232 -2.177 -0.749 0.0 -0.1 0.0
C 0.961 0.104 -1.030 0.3 0.1 0.0
O 2.109 0.471 -1.074 -0.4 -0.3 -0.1
H -0.549 2.861 1.056 -0.2 0.0 0.2
H 0.486 1.939 0.031 0.0 0.1 0.1
H -1.237 2.072 -0.375 0.1 0.1 0.0
H -0.171 0.601 2.107 0.0 0.0 -0.2
H -1.867 0.805 1.658 0.1 0.0 0.0
H 1.115 -0.955 0.829 -0.1 0.0 -0.1
H 1.183 -2.468 -1.205 -0.1 0.0 0.1
H -0.104 -2.978 -0.088 0.0 0.1 0.0
H -0.512 -2.052 -1.543 0.1 0.0 0.1
H 0.203 0.419 -1.783 0.2 0.0 0.0
```
Forces are in eV/Å.

Properties
Charge: 0
SMILES string: CCO[C@@H](C)C=O
HOMO, eV: -9.61
Gap between HOMO and LUMO, eV: 10.64
Molar mass, g/mol: 102.1

Density functional theory data (ωB97M-V/def2-TZVPD) for a molecular structure, C5H10O2.

The geometry in XYZ format:
```
17
Properties=species:S:1:pos:R:3:forces:R:3
O -1.997 -1.381 0.238 0.1 0.0 -0.3
C -2.053 -0.463 -0.635 -0.2 -0.1 -0.1
C -0.727 0.917 -0.284 0.2 0.1 0.1
C 0.442 0.295 0.121 -0.2 0.1 0.0
C 1.885 0.388 -0.329 0.0 0.0 -0.3
O 2.334 -0.004 0.977 0.2 0.0 0.1
C 0.994 0.010 1.501 -0.3 0.0 0.2
H -0.534 -1.664 0.064 -0.1 0.1 0.0
H -2.876 0.259 -0.582 0.1 -0.1 0.0
H -1.725 -0.707 -1.664 -0.1 0.1 0.1
H -1.302 1.394 0.505 0.0 -0.1 -0.1
H -0.702 1.455 -1.232 0.0 -0.1 0.2
H 0.218 -1.387 -0.176 0.1 0.0 0.0
H 2.160 1.429 -0.557 0.0 -0.2 0.0
H 2.251 -0.267 -1.125 -0.1 0.0 0.1
H 0.709 -0.944 1.954 0.0 0.2 0.0
H 0.828 0.822 2.221 0.1 0.0 -0.1
```
Forces are in eV/Å.

Properties
Charge: 0
HOMO, eV: -9.10
Gap between HOMO and LUMO, eV: 8.96
Molar mass, g/mol: 102.1

Density functional theory data (ωB97M-V/def2-TZVPD) for 2 unconnected molecules or ions with the total composition C5H10O2 in a non-equilibrium geometry.

The geometry in XYZ format:
```
17
Properties=species:S:1:pos:R:3:forces:R:3
C 1.955 0.598 1.983 -1.9 0.4 -0.2
C 1.031 0.734 1.012 0.8 0.2 0.1
C 0.522 -0.353 0.225 0.0 0.0 -1.7
C 0.210 -0.113 -1.083 -0.2 -0.2 0.6
C -0.708 -0.946 -1.930 0.2 -0.8 0.3
O 0.692 0.980 -1.727 -0.1 0.3 -0.1
H 2.254 1.508 2.481 0.3 -0.3 0.5
H 2.000 -0.398 2.421 1.0 0.3 -0.1
H 0.558 1.690 0.735 0.8 -0.1 0.2
H 0.747 -1.380 0.452 -0.8 -0.4 0.7
H -0.147 -1.763 -2.407 -0.2 0.2 -0.1
H -1.232 -0.375 -2.691 0.3 0.3 -0.1
H -1.482 -1.402 -1.303 0.3 0.0 -0.1
H 1.554 1.197 -1.335 -0.4 0.1 0.0
O -2.607 0.224 1.396 -0.5 -0.2 0.2
H -3.247 -0.462 1.181 -0.2 0.0 0.3
H -2.100 0.260 0.591 0.7 0.2 -0.4
```
Forces are in eV/Å.

Properties
Charge: 0
SMILES string: C=C/C=C(/C)O.O
HOMO, eV: -7.99
Gap between HOMO and LUMO, eV: 8.72
Molar mass, g/mol: 102.1

Density functional theory data (ωB97M-V/def2-TZVPD) for 2 unconnected molecules or ions with the total composition C5H10O2.

The geometry in XYZ format:
```
17
Properties=species:S:1:pos:R:3:forces:R:3
C -2.676 -0.880 0.239 0.0 0.0 0.0
C -0.368 1.368 -0.826 0.1 -0.1 0.4
O -0.600 1.934 0.320 0.0 -0.1 -0.1
C 0.405 0.087 -0.584 -0.2 0.0 -0.2
C 1.910 0.259 -0.864 0.1 0.0 -0.1
C 2.083 -0.101 0.617 0.3 0.0 0.1
O 0.657 -0.206 0.820 -0.1 0.0 0.1
H -3.566 -0.801 0.869 0.1 0.0 -0.1
H -2.783 -1.734 -0.435 0.0 0.1 0.1
H -1.793 -1.022 0.870 -0.2 0.0 -0.1
H -2.571 0.036 -0.348 -0.1 -0.1 0.1
H -0.243 1.364 1.056 -0.1 0.1 -0.1
H -0.087 -0.754 -1.085 0.1 0.2 0.1
H 2.340 -0.442 -1.581 -0.1 0.1 0.1
H 2.192 1.280 -1.135 0.0 -0.2 0.0
H 2.527 0.672 1.254 -0.1 -0.1 -0.1
H 2.573 -1.060 0.812 -0.1 0.1 0.0
```
Forces are in eV/Å.

Properties
Charge: 0
HOMO, eV: -8.76
Gap between HOMO and LUMO, eV: 9.59
Molar mass, g/mol: 102.1

Density functional theory data (ωB97M-V/def2-TZVPD) for 2 unconnected molecules or ions with the total composition C5H10O2.

The geometry in XYZ format:
```
17
Properties=species:S:1:pos:R:3:forces:R:3
O -2.004 -1.014 -1.005 0.5 -0.3 0.1
C -0.860 -1.384 -0.902 -0.3 -0.1 -0.1
C 0.042 -1.241 0.299 -0.1 0.0 0.1
C 1.430 -0.744 -0.127 -0.2 -0.2 -0.3
O 2.079 -0.160 0.985 0.2 0.0 0.0
H -0.378 -1.934 -1.741 -0.1 0.1 -0.1
H -0.391 -0.604 1.072 0.0 -0.1 -0.2
H 0.118 -2.254 0.711 0.1 0.1 0.1
H 1.333 -0.013 -0.946 -0.1 -0.1 0.2
H 2.011 -1.596 -0.508 -0.1 0.2 0.0
H 2.939 0.161 0.683 -0.2 0.0 0.2
C -0.437 1.970 0.429 -0.1 0.0 0.0
C -1.677 1.633 0.090 0.2 0.1 0.1
H 0.138 1.431 1.178 -0.1 0.2 -0.1
H 0.073 2.798 -0.054 -0.1 0.0 0.0
H -2.222 2.170 -0.682 0.1 0.0 0.1
H -2.194 0.781 0.518 0.1 0.2 0.0
```
Forces are in eV/Å.

Properties
Charge: 0
SMILES string: O=CCCO.C=C
HOMO, eV: -9.73
Gap between HOMO and LUMO, eV: 10.47
Molar mass, g/mol: 102.1

ΔE to the lowest compared entry with this formula, charge and spin for every record listed, in sequence, given in kcal per mole: 59.77; 27.99; 42.01; 169.63; 38.83; 41.32; 153.34; 66.95; 103.98; 62.85.